49
Properties=species:S:1:pos:R:3:forces:R:3 method="wB97M-V/def2-TZVPD" e_lumo_ev="-5.94 / -3.90" multiplicity=5 gap_ha="0.178 / 0.274" charge=+1
Mn 0.191300 -0.507200 -0.247300 -0.2209 0.2636 0.9648
F -2.572600 -4.425700 0.961800 0.1659 0.1038 -0.1952
C -2.553200 -3.990400 2.219700 -0.2879 -0.2647 0.0704
F -2.274200 -5.049200 2.994000 0.1384 0.0374 0.1443
F -3.799100 -3.604400 2.527600 -0.0656 0.1990 0.0308
C -1.560900 -2.880200 2.470800 0.1465 0.1351 -0.2747
C -1.144800 -2.661600 3.774600 0.1394 0.2278 -0.2939
C -0.230100 -1.650900 4.039900 -0.0449 0.0014 -0.2021
C 0.276700 -0.916000 2.983900 0.3331 0.1797 0.4521
N -0.128400 -1.103700 1.731700 -0.5078 -0.5504 -0.5443
C -1.072400 -2.038800 1.460400 -0.0186 -0.1343 0.8251
S -1.571300 -1.960700 -0.188300 -0.4726 -0.3167 -0.9101
H -1.541400 -3.273300 4.570800 -0.0016 -0.0634 0.0706
H 0.083500 -1.444700 5.047900 0.1305 0.0502 0.0962
H 1.023600 -0.151700 3.149200 0.0706 0.0605 -0.0785
N -0.844800 0.857000 -1.724000 0.0966 -0.3021 0.2193
H -0.678800 0.579700 -2.691900 0.0016 0.0927 0.1350
H -0.600600 1.844100 -1.643500 0.0674 -0.1805 0.0149
H -1.851100 0.775900 -1.567300 0.1974 0.0299 -0.0360
C 2.923900 -0.774700 -2.426100 -0.1111 -0.1082 0.0653
C 3.386600 -1.538100 -1.182200 -0.2812 0.2232 0.1653
C 2.341100 -2.581700 -0.763000 -0.0125 0.3176 -0.0893
C 3.770000 -0.604800 -0.051100 -0.4358 0.3327 0.0228
C 4.999300 -0.753100 0.555200 0.1062 0.1607 0.0700
C 5.426400 0.132500 1.535400 -0.0595 -0.0096 -0.1081
C 4.632800 1.212500 1.874300 0.0764 -0.1477 -0.0993
C 3.384500 1.420000 1.306000 -0.5620 -0.5182 -0.2666
C 2.644600 2.689700 1.674400 -0.0228 0.1607 -0.0508
C 3.473800 3.893100 1.192300 -0.1841 -0.1150 0.1763
C 1.216400 2.808900 1.145100 -0.0802 0.0542 0.2491
C 2.898800 0.445100 0.384600 2.4108 -0.5721 1.1761
O 1.671300 0.463000 -0.043900 -1.2138 0.7730 -1.4083
H 2.778400 -1.468600 -3.250600 -0.0280 -0.0288 -0.1361
H 3.667400 -0.036100 -2.719700 -0.0584 0.0676 -0.0577
H 1.967400 -0.257400 -2.237700 0.4055 -0.1102 -0.1995
H 4.299900 -2.080400 -1.448300 -0.1124 0.0155 0.0510
H 1.293900 -2.198400 -0.925200 0.5079 -0.4305 0.0736
H 2.473400 -2.877000 0.276800 -0.1805 -0.0133 0.0410
H 2.434100 -3.471300 -1.381900 -0.2690 -0.0622 -0.0800
H 5.642300 -1.566300 0.252900 0.0862 -0.0738 -0.0754
H 6.393800 0.003800 1.993700 0.0808 -0.0318 0.1026
H 4.995100 1.916000 2.606400 0.0430 0.1595 0.1074
H 2.605200 2.742800 2.770500 -0.0149 -0.0335 -0.0883
H 3.610600 3.857600 0.114200 0.0173 -0.0233 -0.1430
H 4.453200 3.904800 1.661900 0.0865 0.0523 -0.0261
H 2.963100 4.819400 1.442700 -0.0231 0.1299 0.0316
H 1.206400 2.825300 0.056200 -0.0205 -0.0183 -0.0216
H 0.780500 3.744000 1.490100 -0.0186 0.0786 0.0957
H 0.586100 1.986100 1.499200 0.0002 0.2019 -0.0666


52
Properties=species:S:1:pos:R:3:forces:R:3 method="wB97M-V/def2-TZVPD" e_lumo_ev=0.18 gap_ha=0.310 charge=0
C 3.396520 -0.721625 -1.255137 0.0029 0.0016 -0.0032
C 2.285288 -1.516852 -0.666374 0.0048 -0.0040 0.0027
N 1.632864 -2.488248 -1.260339 -0.0072 0.0076 -0.0044
C 0.715013 -2.934252 -0.339913 0.0056 -0.0073 0.0060
C 0.819376 -2.230625 0.821356 -0.0026 0.0043 -0.0028
N 1.821404 -1.308227 0.599519 -0.0021 0.0003 -0.0003
C 2.374875 -0.353264 1.555742 0.0021 0.0027 0.0043
C 3.543144 -0.949137 2.326076 0.0012 -0.0006 -0.0017
C 1.267195 0.075491 2.524646 -0.0041 0.0004 -0.0056
O 1.028963 -0.576897 3.528176 0.0015 -0.0006 0.0025
N 0.587934 1.190005 2.180839 -0.0007 -0.0038 0.0008
C -0.515409 1.674079 2.990662 0.0011 -0.0007 0.0062
C -1.896899 1.351124 2.417995 -0.0023 -0.0019 -0.0070
C -2.112046 -0.157305 2.226514 -0.0003 0.0001 0.0029
C -3.131485 -0.425589 1.125724 0.0005 0.0021 -0.0020
C -2.579912 0.024814 -0.230579 -0.0343 0.0241 -0.0349
N -1.823238 1.274711 -0.065400 0.0342 -0.0190 0.0429
C -0.755756 1.614151 -0.811303 0.0354 -0.0563 0.0217
O 0.079442 2.445653 -0.478683 -0.0361 0.0486 -0.0295
C -0.625351 0.952626 -2.167877 -0.0005 0.0026 0.0020
N 0.576686 0.461113 -2.480418 -0.0018 -0.0005 -0.0016
C 0.695728 -0.047951 -3.688092 0.0019 -0.0007 0.0008
O 1.903089 -0.509050 -4.021922 0.0032 -0.0007 0.0034
N -0.254719 -0.134159 -4.623954 -0.0010 -0.0009 0.0008
C -1.429411 0.369808 -4.318341 0.0026 0.0041 -0.0004
O -2.416021 0.331259 -5.214763 -0.0021 -0.0017 -0.0001
C -1.660558 0.951442 -3.071260 -0.0015 -0.0027 -0.0016
F -2.857424 1.500387 -2.810517 0.0002 -0.0002 -0.0001
C -2.173996 2.081570 1.096470 0.0006 0.0037 0.0043
H 3.640728 -1.143684 -2.224503 -0.0013 0.0002 -0.0022
H 3.095801 0.316753 -1.405872 -0.0022 -0.0009 -0.0002
H 4.286924 -0.743057 -0.624094 -0.0007 -0.0011 0.0006
H 0.044501 -3.748966 -0.560285 0.0011 -0.0006 -0.0009
H 0.327460 -2.315389 1.774403 -0.0004 0.0006 -0.0003
H 2.698337 0.515659 0.979548 0.0005 -0.0003 -0.0011
H 3.979047 -0.204604 2.992794 -0.0004 0.0001 0.0002
H 3.193737 -1.785597 2.928266 -0.0004 0.0006 0.0004
H 4.311337 -1.297899 1.637011 -0.0002 0.0003 -0.0002
H 0.777809 1.653700 1.300022 0.0003 0.0004 0.0001
H -0.408121 1.215502 3.972702 0.0002 -0.0004 -0.0007
H -0.413241 2.755500 3.106494 -0.0008 0.0006 -0.0027
H -2.624812 1.726662 3.144444 0.0016 0.0023 0.0012
H -1.168860 -0.622650 1.936241 0.0006 0.0000 0.0011
H -2.411553 -0.618861 3.167733 -0.0006 -0.0009 -0.0008
H -3.367261 -1.488380 1.061044 0.0007 -0.0003 0.0003
H -4.070385 0.089946 1.344823 0.0000 0.0006 -0.0006
H -1.898013 -0.738461 -0.609044 0.0008 0.0008 -0.0007
H -3.391848 0.156334 -0.948442 -0.0005 -0.0004 0.0009
H 1.832769 -0.900188 -4.901868 -0.0001 -0.0003 0.0002
H -2.065792 -0.099552 -6.007511 0.0001 -0.0001 0.0000
H -3.238588 2.313506 1.014482 -0.0001 -0.0012 -0.0010
H -1.625269 3.018674 1.032765 0.0006 -0.0009 0.0003


56
Properties=species:S:1:pos:R:3:forces:R:3 method="wB97M-V/def2-TZVPD" e_lumo_ev="-8.57 / -9.88" multiplicity=6 gap_ha="0.303 / 0.259" charge=+3
Fe 10.846019 9.808504 9.829574 -0.7334 0.2935 -0.5283
C 11.217119 13.853293 7.116503 -1.0310 -1.4931 -0.0228
N 12.182684 13.090813 7.899857 1.1138 -0.8230 0.6580
C 13.402475 13.556475 8.395414 -1.4284 -1.4212 -0.2989
C 14.081477 12.548930 8.913221 1.4190 -1.4963 0.4257
N 13.328244 11.379556 8.741712 -1.0190 1.0173 -1.1398
C 12.171242 11.761797 8.083408 -0.5160 -0.8494 0.1849
S 10.865975 10.652133 7.624414 0.5645 0.9474 0.4280
C 13.731601 10.012956 8.920867 -2.0425 1.7491 0.4050
C 14.994962 9.658236 8.650567 2.7939 0.5751 -0.8021
C 15.328638 8.358146 8.983678 0.1144 0.2491 0.3095
C 14.342942 7.553082 9.475928 0.1595 -2.4236 0.3863
C 13.051181 7.928301 9.670652 0.8801 1.9797 -0.5381
N 12.769734 9.229703 9.414742 -0.2990 -1.0511 0.5757
H 11.635956 13.980224 6.159566 0.4438 0.0223 -1.4138
H 11.030416 14.843334 7.468910 -0.1909 0.3665 0.8939
H 10.303594 13.211146 7.018309 0.7131 0.9312 0.1973
H 13.759768 14.490468 8.232918 0.5643 2.8074 -0.2726
H 15.111826 12.553927 9.287086 -0.7235 -0.1188 -0.0113
H 15.739172 10.408428 8.230032 -1.1096 -1.1918 0.6155
H 16.311939 7.933249 8.996885 0.5270 0.2464 -0.5212
H 14.586516 6.532863 9.734153 0.1421 -0.0876 0.0350
H 12.337598 7.253673 10.087633 -0.6308 -0.0709 0.1459
N 7.242595 7.084397 12.228887 1.0232 -0.2819 -0.0372
C 7.089374 8.469515 11.592323 1.5750 0.5780 0.5712
P 7.679920 8.417155 9.803835 0.8048 3.0937 1.8116
O 7.349135 7.075821 9.431801 -0.6636 -3.6467 -1.4025
O 9.084009 8.970614 9.600883 -0.0161 0.0364 0.4011
C 6.593391 9.526340 8.770047 -0.8107 -0.2311 1.2940
N 5.875688 8.591733 7.852339 0.0870 0.5743 -1.9349
H 7.439177 6.350730 11.514443 -0.7521 0.4248 0.0955
H 6.445469 6.830435 12.814657 -0.0894 -0.1181 -0.2397
H 8.113581 7.012715 12.844799 -0.8187 0.7091 -0.6676
H 7.727607 9.109116 12.256614 -0.8258 -0.1493 -0.7811
H 6.052603 8.839483 11.547725 0.3197 -0.5361 0.5210
H 7.288990 10.185196 8.258064 -0.5114 0.2704 -0.2447
H 5.749089 10.011846 9.327998 1.3677 0.2253 -0.3654
H 4.928822 8.452056 8.194424 -0.2639 -0.0594 -0.2616
H 6.335009 7.665463 7.893286 0.0702 -0.1267 -0.1543
H 5.833754 8.965090 6.854485 -0.0619 -0.7419 1.4592
O 9.887933 7.443494 13.115173 0.3532 1.2527 0.3418
S 11.158727 8.166870 13.081455 0.4367 -1.7779 -0.7659
O 12.292219 7.301588 12.907296 -0.3060 0.7661 -0.1341
N 11.029273 9.318456 11.834360 0.8230 -0.2609 1.2629
C 11.231321 10.530284 12.338493 -1.7984 -0.0270 -0.6388
S 10.914010 11.771247 11.202402 0.4217 0.1828 -0.1055
C 11.354604 10.621502 13.783850 0.2103 1.8546 0.0114
C 11.299382 11.736989 14.629103 0.6401 -0.1285 0.8069
C 11.508181 11.501396 16.010726 0.7331 -0.3978 -0.6422
C 11.885613 10.233671 16.511107 -0.7768 0.3306 0.1789
C 11.696854 9.111907 15.672606 0.3786 1.6417 -0.2487
C 11.482323 9.382999 14.324064 -0.7211 -2.0747 1.4231
H 11.225019 12.774721 14.281925 -0.2153 -0.5800 -0.0338
H 11.483410 12.331228 16.699151 0.0604 0.1658 -0.0212
H 12.225263 10.155793 17.584981 -0.6338 -0.1420 -1.3979
H 11.722594 8.135236 16.072663 0.2489 -0.9841 0.1863


It is found that the E values, taken in the order of the records, are -2733.068595 -1429.165522 -4128.004082 Eh.
It is found that the relative energy (zero: lowest compared OMol25 entry of this formula, charge and spin) values, taken in the order of the records, are 0.584 0.000 0.896 eV.